Here is a structure of composition C39H45N5O4PPtSSe from the OMol25 dataset. Energies are from ωB97M-V/def2-TZVPD.

Last column: Mulliken spin population.
Atoms and positions in Å:
1 Pt -0.31798 -0.39886 -0.02330  0.89
2 N 2.11475 -1.59396 1.65482  0.00
3 P 1.83131 -1.20142 -0.02830  -0.01
4 C 3.04308 0.23181 -0.14519  0.00
5 C 2.62203 1.39485 -0.78353  0.03
6 C 3.51814 2.42711 -1.05093  0.00
7 C 4.84248 2.31890 -0.65469  0.00
8 C 5.27202 1.17146 0.00820  0.00
9 C 4.37986 0.13525 0.24937  0.00
10 C 2.84783 -2.31189 -1.05153  0.00
11 C 3.35665 -3.52756 -0.61226  0.01
12 C 4.08762 -4.33060 -1.47283  0.00
13 C 4.29108 -3.93982 -2.78960  0.00
14 C 3.76826 -2.73620 -3.23937  0.00
15 C 3.05722 -1.92001 -2.37171  0.01
16 C 1.25218 -0.99388 2.55938  0.04
17 C 1.10019 -1.49538 3.86016  -0.02
18 C 0.20826 -0.89081 4.71071  0.03
19 C -0.52357 0.21006 4.26196  -0.01
20 C -0.28307 0.67001 2.98781  0.01
21 N 0.59156 0.09980 2.14185  0.08
22 H 2.18500 -2.58920 1.81388  0.00
23 H 1.57783 1.47620 -1.07642  0.00
24 H 3.18359 3.31183 -1.58306  0.00
25 H 5.54001 3.12427 -0.85863  0.00
26 H 6.30868 1.07754 0.31265  0.00
27 H 4.72436 -0.76905 0.74046  0.00
28 H 3.15204 -3.87504 0.39264  0.00
29 H 4.47822 -5.27827 -1.12182  0.00
30 H 4.83881 -4.58302 -3.46802  0.00
31 H 3.90512 -2.43509 -4.27070  0.00
32 H 2.63828 -0.98457 -2.72479  0.00
33 H 1.67999 -2.35860 4.16531  0.00
34 H 0.08213 -1.26673 5.71918  0.00
35 H -1.25773 0.70293 4.88574  0.00
36 H -0.80297 1.53352 2.58265  0.00
37 C -2.20634 -3.80525 3.25662  -0.01
38 C -2.98849 -2.66453 2.65807  -0.05
39 C -4.33339 -2.46530 2.95703  0.17
40 C -5.05841 -1.45254 2.32810  -0.06
41 C -6.54084 -1.28925 2.57742  0.00
42 C -4.42331 -0.63321 1.41305  0.09
43 C -3.05523 -0.79076 1.09846  0.05
44 C -2.36813 -1.82006 1.75597  0.06
45 N -2.33844 -0.03657 0.17865  0.56
46 C -3.02639 0.73489 -0.89671  -0.09
47 C -3.97718 -0.17803 -1.70377  0.02
48 C -4.63786 0.62720 -2.82838  0.00
49 C -5.39878 1.81886 -2.22653  0.00
50 C -4.42014 2.74935 -1.49239  0.00
51 C -3.35623 3.24913 -2.47405  0.00
52 C -2.59864 2.04212 -3.03196  0.00
53 C -3.57080 1.14098 -3.79746  0.00
54 C -1.96146 1.25023 -1.88735  -0.04
55 C -3.74327 1.98982 -0.34369  0.05
56 H -2.86987 -4.60640 3.58920  0.00
57 H -1.61692 -3.47210 4.11785  0.00
58 H -1.51732 -4.21055 2.51285  0.00
59 H -4.83512 -3.12432 3.66131  0.01
60 H -6.84870 -1.81802 3.48146  0.00
61 H -7.11871 -1.69710 1.74335  0.00
62 H -6.81676 -0.23789 2.68552  0.00
63 H -5.01935 0.12638 0.94119  0.03
64 H -1.33958 -2.03220 1.46917  0.03
65 H -4.74773 -0.61301 -1.07049  -0.01
66 H -3.38438 -1.01038 -2.09548  0.00
67 H -5.33710 -0.02247 -3.36140  0.00
68 H -6.16710 1.45820 -1.53079  0.00
69 H -5.91252 2.37583 -3.01889  0.00
70 H -4.96931 3.59878 -1.07748  0.00
71 H -2.66280 3.92621 -1.96186  0.00
72 H -3.83058 3.80885 -3.28891  0.00
73 H -1.80617 2.38112 -3.70394  0.00
74 H -3.03186 0.29644 -4.23864  0.00
75 H -4.04228 1.70253 -4.61348  0.00
76 H -1.25363 1.88267 -1.34722  0.02
77 H -1.41967 0.39584 -2.29288  -0.02
78 H -4.48274 1.75113 0.41537  0.00
79 H -2.98836 2.62206 0.13575  -0.01
80 C 2.01739 5.82725 0.09756  0.00
81 N 2.20876 4.69064 0.97229  0.00
82 C 3.38347 4.40295 1.66313  0.00
83 C 3.20503 3.22204 2.27274  0.00
84 N 1.91893 2.81384 1.96796  0.00
85 C 1.28956 3.69659 1.15449  0.00
86 S -0.28136 3.58644 0.55982  0.00
87 H 2.28957 6.74691 0.61394  0.00
88 H 0.96875 5.85669 -0.18104  0.00
89 H 2.62268 5.72506 -0.80367  0.00
90 H 4.23645 5.05995 1.64111  0.00
91 H 3.86803 2.64210 2.89035  0.00
92 H 1.54240 1.88280 2.10473  0.00
93 O -2.01626 -3.56870 -0.64171  0.00
94 Se -0.52767 -3.25849 -1.23422  -0.01
95 O -0.50694 -1.73384 -1.95815  0.11
96 O 0.53650 -3.11203 0.08287  0.01
97 O 0.04812 -4.38215 -2.25785  0.01

Atoms 1-3, force components in eV/Å:
0.04 0.03 -0.55
-0.02 -0.13 -0.22
0.11 0.81 0.34

LUMO energy (alpha / beta): 2.28 / 1.38 eV
orbital gap (alpha / beta): 5.70 / 6.13 eV
ΔE to the lowest compared entry with this formula, charge and spin: 161.0 kJ/mol
2S+1: 3
total charge: -1
DFT total energy: -5348.19316 Eh

=====

Here is a structure of composition C39H46Br2N4O5PbSSi in a non-equilibrium geometry from the OMol25 dataset. Energies are from ωB97M-V/def2-TZVPD.

Last column: Löwdin charge in e.
Atoms and positions in Å:
1 Pb -0.55372 0.04448 0.47982  1.42
2 C -1.23480 3.45422 1.66361  -0.03
3 O -1.37075 2.05898 2.03096  -0.23
4 C -1.77825 1.76670 3.29849  -0.24
5 C -1.87900 2.71062 4.30522  0.01
6 C -2.32119 2.33430 5.56874  -0.03
7 C -2.69242 1.02055 5.83070  -0.05
8 C -2.59709 0.07998 4.82543  0.01
9 C -2.11187 0.43372 3.56370  -0.17
10 N -1.89003 -0.52415 2.55351  0.02
11 N -2.42069 -1.64057 2.76235  0.12
12 C -2.74612 -2.59804 1.90652  -0.08
13 C -2.92255 -2.26591 0.47918  -0.32
14 O -2.61824 -1.12684 0.06792  -0.13
15 C -3.39128 -3.30815 -0.39604  0.01
16 C -3.51640 -4.57066 0.05347  0.04
17 C -3.24717 -4.94993 1.43307  -0.16
18 C -3.32162 -6.28020 1.83917  0.00
19 C -3.09748 -6.62723 3.16127  -0.03
20 C -2.82666 -5.63621 4.10399  -0.04
21 C -2.74314 -4.31171 3.71790  0.00
22 C -2.91953 -3.95806 2.37526  -0.10
23 H -2.11152 4.01628 1.97968  0.11
24 H -1.16198 3.47335 0.58094  0.04
25 H -0.33362 3.88480 2.10355  0.11
26 H -1.61337 3.74272 4.11974  0.12
27 H -2.37248 3.08048 6.35452  0.13
28 H -3.04722 0.73647 6.81237  0.12
29 H -2.85185 -0.95768 5.00483  0.11
30 H -3.58634 -3.03795 -1.43055  0.14
31 H -3.81709 -5.35523 -0.63550  0.14
32 H -3.56255 -7.04391 1.10639  0.13
33 H -3.14559 -7.66563 3.46581  0.12
34 H -2.68385 -5.90457 5.14471  0.12
35 H -2.56487 -3.53810 4.45528  0.11
36 C 3.19287 1.81623 0.11457  -0.01
37 C 2.86295 0.99553 -1.12504  -0.61
38 C 3.55500 1.56743 -2.35954  -0.01
39 C 3.27009 -0.45248 -0.93126  -0.01
40 O 1.39880 1.00340 -1.28615  -0.29
41 Si 0.54126 2.07184 -2.22415  -0.11
42 S -1.47219 1.61604 -1.50407  0.47
43 O 0.64235 1.83772 -3.80722  -0.13
44 C 0.12589 0.90701 -4.80406  -0.62
45 C 0.09269 -0.51316 -4.24375  -0.03
46 C 1.08293 0.98748 -5.97592  -0.02
47 C -1.26836 1.36665 -5.20517  -0.02
48 O 0.95907 3.54891 -1.78026  -0.14
49 C 0.72899 4.91018 -2.24092  -0.62
50 C 1.05539 5.80247 -1.05912  -0.02
51 C -0.72561 5.05240 -2.65728  -0.03
52 C 1.66573 5.17850 -3.40678  -0.01
53 H 4.27297 1.83278 0.28371  0.10
54 H 2.71060 1.37929 0.99929  0.07
55 H 2.83792 2.84319 -0.00812  0.09
56 H 4.63412 1.58803 -2.19827  0.11
57 H 3.22397 2.59189 -2.56100  0.08
58 H 3.34497 0.95298 -3.24046  0.09
59 H 4.35990 -0.53429 -0.90473  0.11
60 H 2.89389 -1.07106 -1.75362  0.09
61 H 2.87117 -0.83596 0.01250  0.06
62 H 1.07506 -0.79033 -3.84513  0.09
63 H -0.17622 -1.21293 -5.03742  0.10
64 H -0.65070 -0.59005 -3.44667  0.05
65 H 2.08935 0.69010 -5.66837  0.09
66 H 1.12485 2.00873 -6.36149  0.10
67 H 0.74855 0.32417 -6.77724  0.10
68 H -1.92075 1.41595 -4.32716  0.06
69 H -1.70931 0.66730 -5.91902  0.10
70 H -1.22583 2.35623 -5.66622  0.10
71 H 0.34913 5.62521 -0.24211  0.08
72 H 0.99924 6.85557 -1.34741  0.10
73 H 2.06620 5.59326 -0.70138  0.09
74 H -1.39268 4.82536 -1.81936  0.08
75 H -0.95570 4.36947 -3.48634  0.09
76 H -0.92352 6.07303 -2.98938  0.10
77 H 2.70878 5.13178 -3.08115  0.09
78 H 1.47659 6.17072 -3.82245  0.10
79 H 1.50952 4.43396 -4.19450  0.09
80 Br 1.49723 -6.65395 -0.72316  0.87
81 C 1.02798 -4.86932 -0.44541  -0.66
82 C 0.17929 -4.22610 -1.32855  -0.07
83 C -0.16977 -2.92185 -1.04284  -0.11
84 N 0.30355 -2.25586 0.01624  0.01
85 C 1.17341 -2.85999 0.83525  -0.21
86 C 1.53296 -4.18318 0.64735  -0.03
87 C 1.76135 -2.04505 1.94168  -0.23
88 C 2.95311 -2.40597 2.54355  -0.04
89 C 3.45486 -1.61066 3.55849  -0.67
90 Br 5.06025 -2.06885 4.39161  0.87
91 C 2.76041 -0.48249 3.95605  -0.07
92 C 1.59280 -0.17983 3.28408  -0.10
93 N 1.10325 -0.93350 2.29286  0.02
94 H -0.20714 -4.72747 -2.20645  0.12
95 H -0.85841 -2.38243 -1.69123  0.12
96 H 2.18676 -4.68980 1.34467  0.12
97 H 3.50868 -3.27854 2.22558  0.12
98 H 3.12313 0.14749 4.75681  0.12
99 H 1.01866 0.69989 3.55698  0.12

Atoms 1-3, force components in eV/Å:
0.30 0.07 0.01
0.08 -0.08 0.07
0.05 0.31 0.00

LUMO energy (alpha / beta): -7.65 / -7.74 eV
orbital gap (alpha / beta): 6.00 / 5.39 eV
ΔE to the lowest compared entry with this formula, charge and spin: 59.7 kJ/mol
2S+1: 1
total charge: +2
DFT total energy: -8137.18641 Eh

=====

Here is a structure of composition C39H46BrCaF5I2N3O3SSi in a non-equilibrium geometry from the OMol25 dataset. Energies are from ωB97M-V/def2-TZVPD.

Last column: Löwdin charge in e.
Atoms and positions in Å:
1 Ca -0.06675 -0.46817 0.61027  1.32
2 I -1.27384 -4.87307 -1.89679  0.87
3 C -2.40842 -3.14087 -1.57568  -0.65
4 C -3.77114 -3.13902 -1.87417  -0.26
5 C -4.51231 -2.00203 -1.68892  -0.68
6 I -6.57360 -2.09025 -2.11291  0.85
7 C -3.90419 -0.80249 -1.25724  -0.23
8 C -4.57104 0.43136 -1.08953  -0.05
9 C -3.87789 1.54729 -0.71038  -0.04
10 C -2.49762 1.44535 -0.47951  -0.13
11 N -1.84979 0.31155 -0.58751  -0.05
12 C -2.51364 -0.80930 -0.96724  -0.25
13 C -1.72981 -2.04150 -1.02200  -0.50
14 O -0.52835 -2.09955 -0.59653  -0.28
15 H -4.23765 -4.03873 -2.25289  0.08
16 H -5.63899 0.48020 -1.25934  0.06
17 H -4.38087 2.49567 -0.57718  0.10
18 H -1.91384 2.30958 -0.17656  0.12
19 C -2.55119 -3.74321 5.89870  -0.08
20 C -1.91547 -4.07959 4.55331  -0.22
21 N -2.37626 -3.17249 3.50859  -0.13
22 C -3.50253 -3.61822 2.69716  -0.24
23 C -3.09457 -4.70565 1.70799  -0.08
24 C -1.70163 -2.02349 3.25717  -0.72
25 S -2.35318 -0.81923 2.23105  0.70
26 N -0.59217 -1.83116 3.98426  0.09
27 C 0.50157 -1.24455 3.54661  -0.46
28 O 0.84529 -1.10523 2.34270  -0.20
29 C 1.44349 -0.77080 4.61385  -0.13
30 C 1.38902 -1.26648 5.91248  -0.03
31 C 2.27133 -0.79947 6.87521  -0.09
32 C 3.20397 0.17748 6.54999  -0.11
33 C 3.25681 0.67914 5.25675  -0.09
34 C 2.38501 0.20085 4.28945  -0.01
35 H -2.20116 -4.43766 6.66603  0.07
36 H -3.63969 -3.81174 5.84404  0.07
37 H -2.28100 -2.72788 6.19060  0.07
38 H -2.16792 -5.09947 4.26279  0.11
39 H -0.83540 -4.00345 4.63108  0.11
40 H -3.87526 -2.75574 2.15521  0.05
41 H -4.29803 -3.97363 3.35962  0.12
42 H -2.23480 -4.37110 1.12585  0.05
43 H -3.91620 -4.91559 1.02064  0.07
44 H -2.82605 -5.63642 2.21252  0.06
45 H 0.64772 -2.01733 6.15167  0.10
46 H 2.23021 -1.19939 7.88117  0.09
47 H 3.88609 0.54990 7.30504  0.09
48 H 3.97973 1.44399 5.00016  0.10
49 H 2.41233 0.57902 3.27548  0.12
50 F 2.58003 2.98494 -4.60549  0.08
51 C 2.16328 2.59070 -3.38817  -0.17
52 C 2.13767 1.25180 -3.05068  -0.20
53 F 2.53762 0.33705 -3.94379  0.10
54 C 1.69999 0.86066 -1.80485  -0.16
55 F 1.70292 -0.46327 -1.49591  0.06
56 C 1.25198 1.75621 -0.81020  -0.33
57 O 0.84778 1.36632 0.34866  -0.23
58 C 1.30918 3.11186 -1.20364  -0.14
59 F 0.90741 4.05099 -0.32906  0.09
60 C 1.74819 3.51734 -2.44683  -0.16
61 F 1.77774 4.82215 -2.75590  0.10
62 C -2.16486 3.11116 -5.81488  -0.12
63 C -1.62296 2.06943 -6.80633  -0.63
64 C -0.13271 2.39096 -6.99999  -0.10
65 C -2.34907 2.26198 -8.14840  -0.09
66 Si -1.82495 0.26214 -6.15977  0.49
67 Br -1.12573 0.39593 -4.00552  0.64
68 C -0.64639 -1.00275 -7.01232  -0.62
69 C -0.68161 -0.84713 -8.54183  -0.10
70 C 0.80228 -0.82499 -6.52886  -0.12
71 C -1.04230 -2.44737 -6.67545  -0.10
72 C -3.64897 -0.33746 -6.02037  -0.62
73 C -4.22104 -0.70044 -7.40024  -0.09
74 C -3.76527 -1.56407 -5.10094  -0.11
75 C -4.52804 0.75992 -5.40327  -0.10
76 H -1.95915 4.11265 -6.21028  0.08
77 H -1.68132 3.03070 -4.84117  0.04
78 H -3.23961 3.03044 -5.66524  0.06
79 H -0.02440 3.44606 -7.27595  0.09
80 H 0.31738 1.79759 -7.79690  0.06
81 H 0.43845 2.22995 -6.08279  0.06
82 H -2.12462 3.25973 -8.54270  0.08
83 H -3.43287 2.19111 -8.03101  0.06
84 H -2.03942 1.53143 -8.89898  0.06
85 H -0.31213 0.12660 -8.86693  0.06
86 H -1.68921 -0.98138 -8.94579  0.07
87 H -0.03876 -1.61007 -8.99507  0.09
88 H 1.20230 0.16682 -6.73340  0.06
89 H 1.43962 -1.55334 -7.04482  0.09
90 H 0.89268 -1.00570 -5.45846  0.04
91 H -2.00776 -2.71957 -7.10433  0.06
92 H -1.07220 -2.61898 -5.59704  0.08
93 H -0.29354 -3.12710 -7.09808  0.09
94 H -3.65261 -1.50120 -7.87928  0.06
95 H -4.23393 0.15665 -8.07754  0.06
96 H -5.25261 -1.05189 -7.28583  0.09
97 H -3.32030 -2.45756 -5.53434  0.06
98 H -4.82586 -1.77744 -4.92646  0.06
99 H -3.29970 -1.38790 -4.13098  0.03
100 H -4.61738 1.62716 -6.06012  0.06
101 H -4.14050 1.08755 -4.43482  0.07
102 H -5.53722 0.36368 -5.24270  0.08

Atoms 1-3, force components in eV/Å:
0.13 0.05 0.47
-0.16 0.12 0.02
0.32 -0.06 0.07

LUMO energy: 1.96 eV
orbital gap: 6.96 eV
ΔE to the lowest compared entry with this formula, charge and spin: 64.3 kJ/mol
2S+1: 1
total charge: -1
DFT total energy: -6938.06798 Eh